# 1
{"formula": "C2H5N3O2", "method": "ωB97M-V/def2-TZVPD", "elements": ["C", "C", "N", "N", "N", "O", "O", "H", "H", "H", "H", "H"], "positions_angstrom": [[-2.038, 0.022, -0.061], [0.279, -0.120, 0.059], [-3.055, 0.560, -0.276], [0.573, -0.124, -1.255], [0.288, 1.145, 0.742], [1.136, -1.108, 0.798], [-1.081, -0.701, 0.214], [1.104, 0.741, -1.469], [0.555, -1.056, -1.675], [-0.575, 1.248, 1.273], [1.099, 1.104, 1.382], [1.715, -1.712, 0.269]], "forces_ev_per_a": [[-4.7, 2.2, -1.2], [0.8, -2.2, 2.5], [1.7, -0.5, 0.3], [0.4, 1.7, -1.1], [1.2, -0.9, 0.0], [-0.8, 0.8, -0.1], [2.8, -2.3, 1.1], [-0.4, -1.6, -0.8], [0.6, 1.1, -0.3], [0.4, 0.2, 0.0], [-0.8, 0.3, -0.4], [-1.1, 1.2, 0.0]], "homo_lumo_gap_ev": 10.79, "spin_multiplicity": 1, "de_lowest_kcal_mol": 69.4, "lumo_energy_ev": 0.36, "smiles": "N#COC(N)(N)O", "homo_energy_ev": -10.429, "total_charge": 0}

---

# 2
{"formula": "C2H5N3O2S", "method": "ωB97M-V/def2-TZVPD", "elements": ["C", "C", "N", "N", "N", "O", "O", "S", "H", "H", "H", "H", "H"], "positions_angstrom": [[-1.461, 0.351, 0.139], [0.956, 0.351, 0.377], [-1.316, 2.006, 1.357], [-0.314, -0.199, -0.058], [-2.479, 2.327, 1.605], [-2.497, 3.347, 2.351], [-3.509, 1.847, 1.158], [-3.019, -0.046, -0.099], [0.985, 0.955, 1.287], [1.672, -0.478, 0.660], [1.361, 1.044, -0.221], [-0.415, -0.850, -0.815], [-2.602, -1.282, -0.628]], "forces_ev_per_a": [[0.6, 4.8, 4.4], [0.8, -2.7, 3.3], [3.4, -4.4, -3.1], [-0.9, 0.5, -0.4], [-1.7, 3.4, 1.6], [-0.2, -0.5, 0.0], [-1.4, -0.8, -0.6], [-0.5, -2.1, -1.1], [-1.4, -0.5, 0.3], [-0.8, 0.8, -0.9], [1.5, 1.9, -3.2], [1.2, -0.9, -0.2], [-0.5, 0.5, -0.1]], "homo_lumo_gap_ev": 8.81, "spin_multiplicity": 1, "de_lowest_kcal_mol": 192.2, "lumo_energy_ev": -0.27, "homo_energy_ev": -9.077, "total_charge": 0}

---

# 3
{"formula": "C2H5N3O2S3", "method": "ωB97M-V/def2-TZVPD", "elements": ["C", "C", "N", "N", "N", "O", "O", "S", "S", "S", "H", "H", "H", "H", "H"], "positions_angstrom": [[-0.412, -0.960, 1.246], [-0.223, 1.198, -1.329], [0.376, -1.498, 2.146], [0.077, -0.707, 0.116], [-0.754, -0.072, -0.804], [0.799, 0.952, -2.204], [0.119, 2.138, -0.290], [2.090, -0.829, -0.267], [-2.316, -0.399, -0.475], [-2.105, -0.568, 1.600], [-1.162, 1.668, -1.846], [1.190, -2.062, 1.844], [0.005, -1.666, 2.998], [1.485, 0.190, -1.947], [0.832, 2.615, -0.787]], "forces_ev_per_a": [[-0.8, 0.0, 0.6], [-2.4, 0.6, 0.0], [2.2, -1.0, -1.0], [-1.4, 0.6, -2.2], [1.3, 0.4, 0.0], [1.1, -0.5, -0.3], [1.2, -0.6, -1.6], [2.9, -0.5, -0.4], [-1.7, -0.2, -0.4], [0.1, 0.6, 0.3], [1.8, -0.9, 0.3], [-0.7, 1.0, 0.3], [-1.2, -0.9, 3.1], [-2.0, 1.8, 0.3], [-0.6, -0.2, 1.1]], "homo_lumo_gap_ev": [6.73, 6.61], "spin_multiplicity": 3, "de_lowest_kcal_mol": 16.5, "lumo_energy_ev": [-0.16, -1.84], "homo_energy_ev": [-6.889, -8.449], "total_charge": 0, "s2": 2.01}

---

# 4
{"formula": "C2H5N3OS", "method": "ωB97M-V/def2-TZVPD", "elements": ["C", "C", "H", "H", "H", "H", "H", "N", "N", "N", "O", "S"], "positions_angstrom": [[-0.314, -0.582, 0.220], [1.881, 0.823, 1.295], [-1.402, -0.664, -1.922], [-2.107, 0.716, -1.300], [0.535, 0.917, -1.036], [-1.002, -2.229, 0.936], [2.192, 1.288, 2.247], [-1.304, 0.325, -1.698], [-0.313, 0.401, -0.725], [-1.133, -1.566, 0.161], [2.164, 1.131, 0.167], [0.803, -0.560, 1.654]], "forces_ev_per_a": [[0.3, -1.1, 0.1], [-0.5, -0.8, -0.4], [-0.6, 0.2, 0.0], [-1.7, 0.2, 0.4], [-1.0, -1.0, 0.9], [-0.1, 0.5, -0.4], [0.4, 0.2, -0.4], [1.6, -0.6, -1.1], [1.2, 1.0, 0.1], [0.3, 0.2, 0.4], [0.3, 0.6, 0.9], [-0.2, 0.7, -0.5]], "homo_lumo_gap_ev": 9.55, "spin_multiplicity": 1, "de_lowest_kcal_mol": 54.3, "lumo_energy_ev": 0.16, "smiles": "[H]/N=C(/NN)SC=O", "homo_energy_ev": -9.389, "total_charge": 0}

---

# 5
{"formula": "C2H5N3OS", "method": "ωB97M-V/def2-TZVPD", "elements": ["C", "C", "N", "N", "N", "O", "S", "H", "H", "H", "H", "H"], "positions_angstrom": [[-1.549, 0.108, -1.084], [1.492, -0.746, -0.091], [-1.650, 0.262, 0.144], [-1.564, 0.085, 1.299], [1.701, 0.498, 0.316], [1.399, -1.071, -1.276], [-0.558, 0.417, 2.462], [-1.139, -0.859, -1.416], [-2.060, 0.704, -1.889], [1.088, -1.359, 0.747], [1.076, 0.687, 1.179], [1.765, 1.274, -0.393]], "forces_ev_per_a": [[-0.7, -1.3, -2.5], [-2.1, -0.3, -2.0], [0.2, 1.5, -0.9], [-1.6, -1.1, 0.9], [-0.4, 2.5, 1.3], [0.8, -0.5, 1.0], [0.8, 0.5, 1.5], [0.2, 0.5, 0.0], [0.6, -0.1, 1.4], [0.7, -0.4, -0.3], [1.6, 0.2, -1.3], [-0.1, -1.5, 1.0]], "homo_lumo_gap_ev": 8.18, "spin_multiplicity": 1, "de_lowest_kcal_mol": 99.8, "lumo_energy_ev": -0.48, "smiles": "C=NN=S.NC=O", "homo_energy_ev": -8.662, "total_charge": 0}

---

# 6
{"formula": "C2H5N3OS", "method": "ωB97M-V/def2-TZVPD", "elements": ["C", "C", "H", "H", "H", "H", "H", "N", "N", "N", "O", "S"], "positions_angstrom": [[1.927, -0.366, -0.077], [-1.764, -0.146, -0.385], [2.753, 1.363, 0.081], [1.149, 1.461, 0.826], [-0.842, -0.744, 1.504], [-1.342, 0.249, -1.401], [-3.599, 0.053, -0.612], [1.773, 1.066, -0.248], [-0.650, -0.441, 0.481], [-3.003, -0.276, 0.049], [3.041, -0.812, -0.008], [0.557, -1.408, -0.210]], "forces_ev_per_a": [[1.2, 2.0, -0.4], [-1.3, 0.0, 1.1], [-1.6, -0.2, -1.0], [2.0, -1.6, -4.5], [-0.2, 0.7, -2.6], [-1.1, -0.8, 1.7], [-2.4, 1.2, -2.6], [-0.7, 1.2, 5.9], [-1.3, -0.5, 1.1], [6.0, -0.6, 1.1], [0.1, -0.8, -0.2], [-0.6, -0.5, 0.2]], "homo_lumo_gap_ev": 10.34, "spin_multiplicity": 1, "de_lowest_kcal_mol": 67.1, "lumo_energy_ev": 0.47, "homo_energy_ev": -9.863, "total_charge": 0}

---

# 7
{"formula": "C2H5N3OS", "method": "ωB97M-V/def2-TZVPD", "elements": ["C", "C", "H", "H", "H", "H", "H", "N", "N", "N", "O", "S"], "positions_angstrom": [[1.462, -0.035, 0.024], [-2.188, -0.282, 0.382], [1.786, 1.910, 0.009], [0.117, 1.491, -0.432], [2.650, -1.244, 0.775], [-1.539, -0.494, -1.499], [-1.908, -0.645, 1.389], [1.145, 1.228, -0.399], [2.634, -0.308, 0.395], [-1.184, -0.507, -0.552], [-3.218, 0.261, 0.160], [0.243, -1.374, -0.252]], "forces_ev_per_a": [[-0.4, 0.1, -0.9], [1.4, -0.7, 1.1], [-0.5, -0.1, -0.3], [2.1, -0.5, 0.1], [0.4, -0.4, -0.1], [0.3, 0.2, -0.2], [0.1, 0.1, 0.0], [-2.0, 0.5, 0.2], [0.0, -0.3, 0.8], [-0.5, -0.2, -0.2], [-1.0, 0.5, -0.6], [0.0, 0.9, 0.3]], "homo_lumo_gap_ev": 10.18, "spin_multiplicity": 1, "de_lowest_kcal_mol": 24.7, "lumo_energy_ev": 0.56, "smiles": "[H]/N=C(/N)SNC=O", "homo_energy_ev": -9.618, "total_charge": 0}

---

# 8
{"formula": "C2H5N3OS", "method": "ωB97M-V/def2-TZVPD", "elements": ["C", "C", "H", "H", "H", "H", "H", "N", "N", "N", "O", "S"], "positions_angstrom": [[-0.120, -0.138, -0.076], [1.713, 1.027, -0.873], [-2.027, -0.228, 1.332], [-2.517, -1.501, 0.703], [0.154, -1.788, 0.952], [2.378, 1.516, -0.248], [2.226, 0.795, -1.817], [-1.808, -1.169, 1.317], [-0.613, -1.246, 0.556], [-0.792, 0.916, -0.392], [1.209, -0.275, -0.320], [0.197, 2.090, -1.134]], "forces_ev_per_a": [[-0.7, 0.8, 0.0], [-1.7, -1.7, -1.8], [-0.4, 2.7, 0.6], [-0.8, -0.8, -0.4], [-0.7, 0.1, 0.2], [1.2, 0.5, 1.7], [-0.3, 0.0, 0.3], [1.1, -1.7, -0.4], [0.9, -0.2, -0.2], [0.3, -1.0, 0.4], [0.5, 2.2, -0.6], [0.5, -0.9, 0.2]], "homo_lumo_gap_ev": 8.78, "spin_multiplicity": 1, "de_lowest_kcal_mol": 60.8, "lumo_energy_ev": 0.82, "smiles": "NNC1=NSCO1", "homo_energy_ev": -7.962, "total_charge": 0}

---

# 9
{"formula": "C2H5N3S", "method": "ωB97M-V/def2-TZVPD", "elements": ["C", "C", "H", "H", "H", "H", "H", "N", "N", "N", "S"], "positions_angstrom": [[0.832, -0.653, -0.114], [-1.194, 0.733, -0.382], [0.460, -0.660, 2.180], [1.064, -0.345, -1.194], [2.781, -1.179, 0.075], [-2.053, 1.041, 0.105], [-1.851, 1.173, -2.041], [-0.398, -0.075, 0.351], [1.899, -1.044, 0.641], [-1.029, 0.812, -1.630], [-0.511, 0.196, 2.009]], "forces_ev_per_a": [[4.3, 1.7, -0.3], [0.7, -1.5, -2.9], [0.9, -0.7, 0.8], [-1.1, -1.0, 1.4], [-1.8, 0.0, 0.3], [-1.6, 0.9, 1.3], [-0.8, 1.0, -0.7], [3.1, -1.7, 0.7], [-3.7, 1.1, -1.9], [0.7, -0.2, -0.1], [-0.6, 0.4, 1.4]], "homo_lumo_gap_ev": 9.13, "spin_multiplicity": 1, "de_lowest_kcal_mol": 65.3, "lumo_energy_ev": 0.52, "smiles": "[H]/N=C/N(S)/C=N/[H]", "homo_energy_ev": -8.605, "total_charge": 0}

---

# 10
{"formula": "C2H5N3S2", "method": "ωB97M-V/def2-TZVPD", "elements": ["C", "C", "H", "H", "H", "H", "H", "N", "N", "N", "S", "S"], "positions_angstrom": [[-0.858, 0.708, -0.719], [1.238, 0.758, 0.944], [-2.948, -1.714, 0.966], [-0.992, 1.297, -1.626], [0.768, 2.166, -0.638], [1.447, 1.298, 1.997], [0.044, -2.213, -1.234], [-1.550, -0.401, -0.654], [0.209, 1.262, 0.053], [1.923, -0.378, 0.713], [-1.420, -1.364, 0.602], [2.140, -1.419, -0.403]], "forces_ev_per_a": [[0.8, -1.7, -0.3], [1.1, -3.2, 0.7], [3.2, 0.8, -1.2], [-0.2, 0.0, 0.3], [-2.4, -3.6, 2.9], [-0.6, -1.1, -2.9], [2.2, 1.0, 0.8], [0.2, 4.4, -1.6], [1.9, 3.1, -2.4], [-2.0, 5.5, 2.4], [-2.4, -2.8, 3.5], [-1.9, -2.5, -2.2]], "homo_lumo_gap_ev": 6.47, "spin_multiplicity": 1, "de_lowest_kcal_mol": 202.8, "lumo_energy_ev": -1.64, "homo_energy_ev": -8.114, "total_charge": 0}

---

| no. | calculated total energy (eV) |
| --- | --- |
| 1 | -10718.79989 |
| 2 | -21547.57855 |
| 3 | -43221.06546 |
| 4 | -19506.59532 |
| 5 | -19504.62430 |
| 6 | -19506.04235 |
| 7 | -19507.87747 |
| 8 | -19506.31422 |
| 9 | -17458.27930 |
| 10 | -28287.87520 |